Entry 1:
19
Properties=species:S:1:pos:R:3 method="wB97M-V/def2-TZVPD" homo_ev=-7.86 e_above_lowest_kcal_mol=53.2 smiles="CC(=O)O.C=CNC"
C -0.49360 0.50208 2.20863
C 0.70536 0.33010 1.32942
O 1.38148 -0.73785 1.24475
O 1.14616 1.47870 0.82680
H -1.24734 1.10414 1.70712
H -0.90227 -0.46706 2.47836
H -0.18153 1.02396 3.11506
H 1.86573 1.30583 0.19277
C 1.41266 0.29720 -2.10003
C 0.15614 0.15459 -1.65966
N -0.21702 -0.63852 -0.59978
C -1.59818 -1.06808 -0.53873
H 1.64811 1.00113 -2.88039
H 2.21755 -0.32105 -1.72594
H -0.64519 0.73888 -2.10896
H 0.66159 -1.16421 0.05870
H -2.27423 -0.21362 -0.64788
H -1.84155 -1.79124 -1.32665
H -1.79388 -1.53498 0.42639

Entry 2:
11
Properties=species:S:1:pos:R:3 method="wB97M-V/def2-TZVPD" homo_ev=-9.03 e_above_lowest_kcal_mol=42.5 smiles="O=CC/C=N/S"
O -2.12149 1.48454 0.00153
C -1.80138 0.40637 -0.40334
C -0.83616 -0.53151 0.29141
C 0.47215 0.17046 0.49944
N 1.47897 -0.26158 -0.12943
S 3.00316 0.39034 -0.06879
H -2.19410 0.00603 -1.35482
H -1.26412 -0.78246 1.26467
H -0.67673 -1.43653 -0.29279
H 0.45930 1.03843 1.15778
H 3.48038 -0.48409 -0.96564

Entry 3:
19
Properties=species:S:1:pos:R:3 method="wB97M-V/def2-TZVPD" homo_ev=-14.38 e_above_lowest_kcal_mol=55.9 smiles=CC[C@@H]([NH3+])CN total_charge=+1
C 1.86602 -0.62924 1.30236
C 1.05204 -0.39037 -0.07581
C -0.42078 -0.32466 0.06660
N -0.65024 0.86882 0.99206
C -1.30347 -0.29839 -1.09615
N -1.24336 1.05389 -1.68565
H 2.96186 -0.23452 1.15525
H 1.99747 -1.70723 1.35237
H 1.65630 -0.13511 2.20914
H 1.63267 0.39658 -0.60217
H 1.21143 -1.26332 -0.66455
H -0.72812 -1.27386 0.73359
H 0.26715 0.94811 1.50187
H -0.65689 1.77976 0.56227
H -1.43174 0.74988 1.72937
H -0.92054 -1.24121 -1.75227
H -2.41481 -0.73719 -1.00159
H -0.73504 1.11551 -2.64871
H -2.13994 1.32255 -2.07799

Entry 4:
82
Properties=species:S:1:pos:R:3 method="wB97M-V/def2-TZVPD" homo_ev=-8.77
C 4.70742 -1.32910 -0.41897
O 5.70104 -0.30804 -0.39565
C 5.71903 0.50776 -1.55651
C 4.84398 1.79239 -1.41866
C 3.37872 1.45316 -1.77479
C 2.42997 2.67028 -1.61077
C 1.05329 2.41247 -2.25232
O 0.99599 1.66223 -3.15340
O -0.07244 3.08414 -1.81672
C -0.83730 2.35939 -0.86983
P -0.89308 3.36672 0.76518
S -0.15708 5.12661 0.31967
C -2.27693 2.11541 -1.30415
Cl -3.28339 3.54263 -1.55026
C -2.78071 0.90569 -1.48850
C -1.94380 -0.34955 -1.28038
Cl -4.46296 0.73534 -1.97384
H 4.09491 -1.26688 -1.33427
H 5.12024 -2.33810 -0.26836
H 4.00064 -1.13279 0.41438
H 5.47282 -0.05859 -2.47576
H 6.77092 0.82463 -1.68777
H 4.95433 2.17407 -0.38894
H 5.26813 2.55254 -2.10039
H 2.99324 0.67997 -1.08979
H 3.37994 1.08394 -2.81090
H 2.33902 3.00278 -0.56459
H 2.88198 3.50920 -2.17206
H -0.29438 1.43403 -0.62416
H -2.24527 3.53182 1.13982
H -0.16848 2.69626 1.78666
H -1.69598 -0.43429 -0.20989
H -0.98512 -0.16468 -1.79681
H -2.40387 -1.27339 -1.64600
O 2.17053 2.31582 7.20601
C 0.98130 2.52960 7.33045
C 0.28545 3.49221 6.43536
C 1.00382 4.13627 5.43359
C 0.35957 5.00611 4.56815
C -1.00887 5.23554 4.69982
C -1.72475 4.60902 5.70743
C -1.08061 3.74059 6.58180
C -1.85742 3.08868 7.66940
O -3.03365 3.34564 7.83020
C -1.16645 2.11095 8.55136
C -1.88584 1.46528 9.55058
C -1.26116 0.52844 10.35755
C 0.08558 0.23179 10.16958
C 0.80993 0.88272 9.18423
C 0.18927 1.82775 8.37510
H 2.06560 3.95473 5.32721
H 0.91977 5.50310 3.78550
H -1.51380 5.90595 4.01510
H -2.78643 4.79267 5.81133
H -2.93435 1.69128 9.69522
H -1.82408 0.02378 11.13291
H 0.56984 -0.50754 10.79536
H 1.85795 0.65246 9.04239
O -0.85531 -5.14838 -8.38515
C -1.23282 -4.91603 -7.25455
C -0.85756 -3.64875 -6.57370
C -0.08220 -2.70964 -7.24914
C 0.23878 -1.50750 -6.63693
C -0.21447 -1.24182 -5.34798
C -0.96546 -2.17858 -4.67029
C -1.28943 -3.38693 -5.27206
C -2.08700 -4.38880 -4.51921
O -2.41545 -4.18052 -3.36702
C -2.48009 -5.64701 -5.20602
C -3.25690 -6.58079 -4.52966
C -3.65662 -7.74224 -5.17017
C -3.28233 -7.97600 -6.49004
C -2.49662 -7.05486 -7.16374
C -2.08810 -5.89018 -6.52428
H 0.26440 -2.91568 -8.25351
H 0.83560 -0.77416 -7.16462
H 0.02515 -0.29684 -4.87350
H -1.30396 -1.95983 -3.66650
H -3.55289 -6.39857 -3.50469
H -4.26490 -8.46669 -4.64300
H -3.60353 -8.88019 -6.99201
H -2.20439 -7.24088 -8.18914

Entry 5:
14
Properties=species:S:1:pos:R:3 method="wB97M-V/def2-TZVPD" homo_ev=-9.08 e_above_lowest_kcal_mol=74.3 smiles="O=CC=O.C=NC"
O -0.76948 -0.25048 -2.00889
C -0.43704 -0.97405 -1.09848
C 1.01430 -1.49193 -0.90829
O 1.96488 -1.14715 -1.54792
H -1.16221 -1.59320 -0.53995
H 1.07593 -2.31294 -0.15918
C 0.74102 0.28179 1.38915
N -0.18231 0.30181 0.53265
C -0.95459 1.46421 0.24932
H 1.27561 -0.63679 1.59566
H 0.94393 1.11920 2.05956
H -0.59588 2.35266 0.76461
H -2.00262 1.25267 0.51745
H -0.91155 1.63419 -0.84570

Entry 6:
140
Properties=species:S:1:pos:R:3 method="wB97M-V/def2-TZVPD" homo_ev=-8.10 e_above_lowest_kcal_mol=0.0 smiles="CN(C)P(=O)(N(C)C)N(C)C.CN(C)P(=O)(N(C)C)N(C)C.CN(C)P(=O)(N(C)C)N(C)C.CN(C)P(=O)(N(C)C)N(C)C.ClCCCl.ClCCCl.ClCCCl"
C -2.80881 5.05127 12.26455
N -2.66101 6.18399 11.34770
C -3.68742 6.35404 10.30571
P -1.23923 7.00756 11.17002
O -1.28688 8.35075 10.54345
N -0.57979 7.18419 12.70059
C 0.17588 6.12125 13.37691
C -1.14013 8.12849 13.60795
N -0.20116 5.96255 10.40756
C -0.73453 5.01705 9.42739
C 1.17136 6.36551 10.23151
H -2.41628 4.12870 11.81541
H -3.87188 4.90717 12.44560
H -2.29649 5.26851 13.19334
H -4.63028 5.87501 10.57519
H -3.32023 5.97082 9.34880
H -3.99334 7.40197 10.25461
H -0.45468 5.62878 14.13214
H 0.58343 5.36130 12.72028
H 1.00135 6.61674 13.90261
H -1.71427 7.66567 14.43358
H -0.37532 8.66110 14.19752
H -1.74527 8.86915 13.09551
H -1.20445 5.51760 8.57490
H 0.11533 4.43465 9.07756
H -1.44107 4.35379 9.92364
H 1.47907 6.50352 9.19559
H 1.86924 5.71462 10.76750
H 1.26711 7.33946 10.72378
C 0.01350 12.23615 10.00934
N -1.12413 11.89942 10.89339
C -0.93962 11.74903 12.32953
P -2.60061 12.49985 10.36097
O -2.76655 13.93858 10.66294
N -2.81939 11.93560 8.79699
C -2.29456 10.66665 8.32748
C -2.62923 13.00936 7.79986
N -3.70089 11.60728 11.26334
C -4.33746 12.25285 12.44368
C -3.63303 10.16433 11.34060
H -0.08026 11.70547 9.05943
H 0.90426 11.79756 10.46906
H 0.09983 13.31712 9.84595
H 0.07858 11.37703 12.44427
H -1.64555 11.00037 12.66933
H -1.05187 12.71690 12.82347
H -1.27939 10.71322 7.90841
H -2.20289 9.99260 9.17617
H -2.94950 10.26060 7.54462
H -2.55350 12.56987 6.80443
H -3.47652 13.68801 7.80250
H -1.68483 13.53780 7.96190
H -4.76100 13.18613 12.10408
H -5.03050 11.53771 12.86758
H -3.57873 12.50137 13.19754
H -2.67641 9.70347 11.05104
H -4.25937 9.70148 10.54961
H -3.94604 9.72636 12.28788
C -6.96012 13.75628 8.63770
N -8.10054 13.76049 7.76473
C -7.77608 13.57333 6.38258
P -9.61979 13.85428 8.40703
O -9.65071 13.50431 9.83058
N -10.14555 15.38331 8.08132
C -9.82150 16.16508 6.89822
C -10.98078 16.06727 9.09579
N -10.54397 12.90258 7.42674
C -10.25048 11.49867 7.23423
C -11.85223 13.34276 6.95014
H -7.19356 14.05241 9.65241
H -6.13245 14.39456 8.31163
H -6.51620 12.74622 8.68408
H -7.45494 12.52924 6.20500
H -6.89120 14.16387 6.13340
H -8.59288 13.72912 5.68374
H -10.32284 17.12463 6.90761
H -8.73978 16.24654 6.76365
H -10.18301 15.61953 6.01153
H -11.25801 15.32697 9.84063
H -10.39487 16.84559 9.60283
H -11.81619 16.57767 8.61201
H -11.11698 10.83843 7.15165
H -9.59849 11.21070 6.39339
H -9.74494 11.10503 8.13718
H -12.49388 13.65662 7.78290
H -12.39157 12.63301 6.33234
H -11.77007 14.24968 6.33607
C -17.17282 12.32616 13.55494
N -16.16524 11.37601 13.12611
C -16.17325 10.08524 13.78627
P -15.35670 11.67905 11.70731
O -15.33037 13.11398 11.42022
N -13.90586 10.91025 11.90307
C -13.12674 10.48786 10.74520
C -13.14377 11.26174 13.08240
N -16.05458 10.75261 10.51043
C -16.41163 9.35207 10.71136
C -16.32569 11.30961 9.18794
H -17.20281 12.44825 14.64304
H -16.91850 13.31896 13.18093
H -18.17556 12.08189 13.17690
H -17.12253 9.56062 13.67859
H -15.88562 10.25272 14.82732
H -15.36657 9.49477 13.35511
H -13.34876 11.05920 9.84577
H -12.07640 10.64027 10.99691
H -13.23896 9.41309 10.56716
H -12.21868 11.80804 12.85648
H -13.71031 11.80551 13.83341
H -12.79311 10.33812 13.57620
H -16.52205 8.88312 9.73382
H -15.81076 8.81956 11.44225
H -17.42776 9.30252 11.16079
H -17.40486 11.26660 9.00423
H -15.77585 10.72910 8.43162
H -15.94472 12.32362 9.09683
Cl -5.21151 9.65874 6.47359
C -4.67698 7.95288 6.64050
C -3.74289 7.54256 5.50853
Cl -2.21637 8.41005 5.49575
H -5.55017 7.30841 6.71233
H -4.20903 7.90571 7.62549
H -4.32757 7.67618 4.60099
H -3.56127 6.47940 5.66452
Cl -8.30152 9.59089 13.88506
C -10.02471 9.32650 14.31690
C -10.55639 8.12701 13.57777
Cl -12.17813 7.75894 14.23547
H -10.58583 10.22044 14.08232
H -9.97722 9.17830 15.39042
H -9.95632 7.23265 13.66612
H -10.63211 8.44265 12.54086
Cl -9.62238 9.89552 10.53574
C -7.84284 10.18558 10.50237
C -7.27488 9.57534 9.25418
Cl -6.85376 7.84062 9.52011
H -7.39942 9.76508 11.39260
H -7.72449 11.26876 10.47236
H -6.33224 10.03396 8.94108
H -7.83077 9.70748 8.32893

Entry 7:
16
Properties=species:S:1:pos:R:3 method="wB97M-V/def2-TZVPD" homo_ev="-15.41 / -15.39" e_above_lowest_kcal_mol=35.5 spin_multiplicity=2 s2=0.755 total_charge=+1
C 2.50932 -0.22646 0.49947
C 1.07422 0.27626 0.54134
C 0.38041 0.01864 -0.81569
C -1.17882 0.21600 -0.75834
O -1.94908 -0.03783 0.22575
O -1.70628 0.37949 -1.88242
N 0.29079 -0.40393 1.60581
H 2.66858 -1.28425 0.28476
H 3.09772 -0.04625 1.41801
H 3.15301 0.30068 -0.26896
H 1.15247 1.36328 0.61819
H 0.77969 0.47087 -1.70768
H 0.33684 -1.07495 -1.14821
H -1.35160 -0.46515 0.92381
H 0.69273 -1.32332 1.75026
H 0.43932 0.14229 2.45137

Entry 8:
18
Properties=species:S:1:pos:R:3 method="wB97M-V/def2-TZVPD" homo_ev="0.25 / -2.50" e_above_lowest_kcal_mol=12.1 spin_multiplicity=2 s2=0.754 total_charge=-1
C 1.45804 -1.13945 -0.35746
C 1.62023 0.38917 -0.36792
C 0.32497 1.15721 -0.57182
C -0.78116 0.66287 0.36911
C -0.71336 0.93687 1.70222
C -2.44961 -1.00923 -0.45134
N -1.82282 0.15372 -0.28959
H 1.20643 -1.53528 -1.34645
H 2.40541 -1.57820 -0.03473
H 0.69846 -1.52354 0.28534
H 2.04693 0.60912 0.61047
H 2.39290 0.60141 -1.11371
H 0.52076 2.22422 -0.39917
H 0.01754 1.16198 -1.61646
H -1.51380 0.57060 2.33666
H 0.15868 1.34891 2.19680
H -3.41190 -1.06725 -0.95584
H -2.15772 -1.96314 0.00388